{
  "formula": "C7H6N4",
  "method": "the ωB97M-V functional and the def2-TZVPD basis",
  "spin_multiplicity": 1,
  "smiles": "Nc1nnc2ccccc2n1",
  "de_lowest_ev": 0.718,
  "total_charge": 0,
  "molar_mass_g_mol": 146.153,
  "homo_lumo_gap_ev": 8.46,
  "species": ["C", "C", "N", "N", "H", "C", "H", "C", "H", "C", "N", "H", "H", "C", "H", "C", "N"],
  "positions_angstrom": [[-1.27, 2.51, 0.22], [-2.12, 0.36, -0.27], [2.70, -1.97, 0.31], [1.58, 0.11, 0.00], [-3.33, 2.25, -0.15], [1.57, -1.24, 0.11], [2.82, -2.93, 0.52], [-0.82, -0.22, -0.16], [3.55, -1.37, 0.41], [0.02, 2.01, 0.19], [0.49, -2.04, -0.14], [0.90, 2.76, 0.29], [-1.49, 3.58, 0.42], [-2.39, 1.67, -0.11], [-3.04, -0.34, -0.33], [0.27, 0.60, 0.04], [-0.62, -1.55, -0.36]],
  "lowdin_charge": [-0.0865, -0.0433, 0.1338, 0.1697, 0.1105, -0.4261, 0.0929, -0.2421, 0.1219, -0.0314, 0.0597, 0.1359, 0.1105, -0.0994, 0.1419, -0.2213, 0.0734]
}

{
  "formula": "C7H6N4S",
  "method": "the ωB97M-V functional and the def2-TZVPD basis",
  "spin_multiplicity": 1,
  "smiles": "Nc1nccc(-c2nccs2)n1",
  "de_lowest_ev": 1.183,
  "total_charge": 0,
  "molar_mass_g_mol": 178.220,
  "homo_lumo_gap_ev": 8.65,
  "species": ["N", "N", "C", "C", "C", "S", "N", "H", "H", "C", "H", "C", "H", "H", "H", "N", "C", "C"],
  "positions_angstrom": [[-2.94, -1.87, 0.09], [-2.88, 0.40, -0.04], [-0.73, 1.52, -0.08], [-2.26, -0.77, 0.06], [1.26, 0.10, 0.00], [2.04, -1.44, -0.09], [2.15, 1.12, 0.07], [-2.46, -2.89, -0.08], [-3.91, -1.97, -0.05], [-2.20, 1.52, -0.09], [-2.82, 2.55, -0.03], [3.59, -0.66, -0.01], [-0.03, 2.30, -0.09], [4.64, -1.40, -0.05], [4.23, 1.42, 0.21], [-0.88, -0.88, 0.08], [-0.20, 0.27, 0.00], [3.40, 0.68, 0.09]],
  "lowdin_charge": [0.1369, 0.0880, -0.0107, -0.4901, -0.5169, 1.0215, 0.0338, 0.1964, 0.0777, -0.0999, 0.1495, -0.4148, 0.0809, 0.1500, 0.1184, 0.1375, -0.3354, -0.3228]
}

{
  "formula": "C7H6N4S2",
  "method": "the ωB97M-V functional and the def2-TZVPD basis",
  "spin_multiplicity": 1,
  "smiles": "S=c1[nH]ncn1/N=C\\c1cccs1",
  "de_lowest_ev": 1.344,
  "total_charge": 0,
  "molar_mass_g_mol": 210.287,
  "homo_lumo_gap_ev": 7.87,
  "species": ["C", "H", "H", "H", "H", "C", "H", "C", "C", "N", "C", "N", "H", "N", "S", "N", "S", "C", "C"],
  "positions_angstrom": [[2.48, -0.81, -1.29], [0.57, 1.67, 2.19], [-3.51, -0.41, -1.93], [-2.28, -1.75, 1.76], [2.73, -1.50, -2.09], [-2.11, 0.52, -0.59], [2.93, 1.47, 1.12], [0.20, 0.89, 1.46], [2.48, 0.74, 0.44], [-2.96, -0.48, -1.08], [-2.41, -1.19, 0.85], [-1.72, 0.00, 0.62], [4.27, 0.19, -0.71], [-3.14, -1.52, -0.17], [0.83, -0.85, -0.76], [-1.05, 0.70, 1.60], [-1.70, 1.92, -1.33], [3.20, 0.05, -0.58], [1.18, 0.34, 0.48]],
  "lowdin_charge": [-0.3883, 0.1413, 0.1419, 0.1287, 0.0710, -0.8945, 0.1215, -0.1253, -0.1133, 0.0138, -0.1340, -0.1452, 0.1122, 0.0620, 1.0272, 0.0785, 0.5810, -0.2001, -0.4784]
}

{
  "formula": "C7H6NO2S",
  "method": "the ωB97M-V functional and the def2-TZVPD basis",
  "spin_multiplicity": 1,
  "de_lowest_ev": 3.018,
  "total_charge": -1,
  "molar_mass_g_mol": 168.197,
  "homo_lumo_gap_ev": 6.79,
  "species": ["H", "H", "H", "C", "C", "N", "H", "C", "H", "O", "C", "C", "C", "C", "S", "H", "O"],
  "positions_angstrom": [[-0.68, 2.88, -0.12], [-1.90, 1.39, -0.56], [2.98, 1.25, 0.66], [-0.52, -0.15, -0.32], [2.26, -0.85, 0.23], [-1.70, 0.39, -0.46], [-0.56, -2.36, -0.53], [1.29, -1.71, -0.03], [3.34, -1.06, 0.32], [-3.89, 0.79, -0.13], [-3.10, -0.09, 0.10], [2.20, 0.60, 0.41], [-0.08, -1.43, -0.26], [1.10, 1.25, 0.11], [0.61, 2.95, 0.05], [1.70, -2.66, -0.12], [-3.08, -1.19, 0.63]],
  "lowdin_charge": [-0.2082, 0.0891, 0.0695, -0.1057, -0.1680, 0.0613, 0.0986, -0.1674, 0.0862, -0.0187, -0.7319, -0.2320, -0.0999, -0.4559, 0.7153, 0.0717, -0.0040]
}

{
  "formula": "C7H6NO4",
  "method": "the ωB97M-V functional and the def2-TZVPD basis",
  "spin_multiplicity": 1,
  "smiles": "C=C/C=C\\[C@@H]1C(OC(=O)[O-])=[N+]1[O-]",
  "de_lowest_ev": 5.534,
  "total_charge": -1,
  "molar_mass_g_mol": 168.128,
  "homo_lumo_gap_ev": 7.95,
  "species": ["C", "O", "O", "H", "C", "N", "C", "H", "C", "C", "O", "C", "H", "H", "H", "H", "O", "C"],
  "positions_angstrom": [[-4.24, -0.76, 0.42], [-1.37, 2.60, -1.73], [-4.96, -1.65, 0.06], [1.78, 0.39, 0.78], [-2.19, 0.61, -0.54], [-1.82, 1.72, -0.99], [0.82, -1.32, -1.30], [0.25, 1.83, 1.81], [0.75, 0.18, 0.69], [-0.14, 1.20, 1.02], [-2.99, -0.35, -0.75], [-1.45, 1.35, 0.55], [-0.88, -1.05, 0.06], [0.50, -2.01, -2.13], [1.84, -1.11, -1.34], [-2.08, 2.00, 1.09], [-4.05, -0.02, 1.31], [0.18, -0.84, -0.20]],
  "lowdin_charge": [-0.6062, -0.0951, 0.0807, 0.0735, -0.3852, -0.0986, 0.0059, 0.0941, -0.0897, -0.0844, 0.0247, -0.1024, 0.0982, 0.0612, 0.0088, 0.1031, 0.0901, -0.1787]
}

{
  "formula": "C7H6O",
  "method": "the ωB97M-V functional and the def2-TZVPD basis",
  "spin_multiplicity": 1,
  "de_lowest_ev": 2.950,
  "total_charge": 0,
  "molar_mass_g_mol": 106.124,
  "homo_lumo_gap_ev": 9.61,
  "species": ["C", "O", "H", "C", "C", "C", "C", "H", "H", "H", "H", "H", "C", "C"],
  "positions_angstrom": [[0.12, -1.05, -0.14], [2.41, -1.40, -0.53], [2.54, 0.98, 1.15], [1.66, 0.57, 0.71], [0.47, 1.18, 0.57], [0.04, -2.00, -1.30], [1.59, -0.71, 0.04], [-0.57, 0.69, -1.22], [-0.96, -2.24, -1.65], [0.22, 2.17, 0.92], [-0.23, -1.56, 0.77], [-1.53, 0.41, 0.24], [1.06, -2.61, -1.86], [-0.53, 0.35, -0.18]],
  "lowdin_charge": [-0.2557, 0.0721, 0.1143, 0.0103, -0.0323, -0.2281, -0.3598, 0.1319, 0.0979, 0.1121, 0.1626, 0.1171, 0.1841, -0.1265]
}